(1)
Entry from the Open Molecules 2025 dataset: a molecular structure, C46H63INO5P2 at a distorted geometry (ωB97M-V with the def2-TZVPD basis set).

Atoms and positions in Å:
C -3.7103 5.3130 1.8492
C -4.4526 4.6925 3.0632
C -5.2604 3.5162 2.5179
C -3.3722 4.3885 4.1471
C -3.4197 3.0551 4.9053
C -4.7505 2.7792 5.6264
C -2.9432 1.8243 4.1219
O -1.8050 2.1857 3.3238
C -1.3121 1.1641 2.5309
C -2.1219 1.2689 1.1772
C -3.0117 0.0387 0.8510
C -4.0959 0.5146 -0.0842
O -5.1999 0.6421 0.2335
O -3.6416 0.7550 -1.3059
N -1.2857 -0.2055 3.1198
C -0.3042 -1.0107 2.3228
C 0.4140 -0.0265 1.3541
P 2.1802 -0.4992 0.8952
C 2.6190 0.6806 -0.4659
O 2.0178 -1.9658 0.1305
C 0.1627 1.3167 2.1408
I 1.5568 1.0907 3.8595
P 0.7071 2.9325 1.3066
C 1.8256 3.9191 2.3902
O -0.6367 3.9194 1.1748
H -4.4107 5.4721 1.0299
H -3.0094 4.5535 1.4983
H -3.1601 6.2125 2.1142
H -5.1255 5.4776 3.4029
H -4.6672 2.6949 2.1287
H -5.8461 3.8882 1.6766
H -6.0048 3.1759 3.2303
H -2.3909 4.5584 3.7087
H -3.4696 5.1631 4.9103
H -2.6857 3.1470 5.7083
H -4.5024 2.1743 6.5018
H -5.1754 3.7011 6.0110
H -5.4441 2.1815 5.0427
H -3.7454 1.3291 3.5646
H -2.5947 1.1187 4.8913
H -2.6973 2.1821 1.2403
H -1.4538 1.4204 0.3355
H -3.5304 -0.3517 1.7220
H -2.3891 -0.7065 0.3588
H -4.3591 1.2230 -1.7698
H -2.1845 -0.6886 3.2068
H -0.9445 -0.2450 4.0900
H 0.4372 -1.5445 2.9121
H -0.8257 -1.7822 1.7617
H -0.1121 -0.0862 0.3961
H 3.3448 1.3996 -0.1056
H 2.9892 0.1488 -1.3416
H 1.7286 1.2163 -0.7904
H 2.0321 -1.8173 -0.8292
H 1.4211 4.1042 3.3850
H 2.8397 3.5408 2.4052
H 1.8783 4.9022 1.9077
H -0.2674 4.8167 1.1414
C 1.7706 9.0964 3.0717
C 2.7415 10.0329 2.7461
C 4.0735 9.6517 2.6579
C 4.4346 8.3313 2.8866
C 3.4634 7.3940 3.2087
C 2.1320 7.7766 3.3054
H 0.7324 9.3952 3.1442
H 2.4601 11.0618 2.5617
H 4.8308 10.3843 2.4102
H 5.4729 8.0335 2.8138
H 3.7458 6.3628 3.3864
H 1.3742 7.0456 3.5636
C -10.0213 1.3231 1.8859
C -10.6777 2.4311 1.3678
C -10.0472 3.2356 0.4288
C -8.7628 2.9265 0.0015
C -8.1059 1.8161 0.5165
C -8.7350 1.0173 1.4618
H -10.5129 0.6973 2.6203
H -11.6816 2.6679 1.6964
H -10.5573 4.1031 0.0293
H -8.2731 3.5526 -0.7349
H -7.1040 1.5717 0.1854
H -8.2218 0.1536 1.8678
C 4.2976 -4.0600 0.0161
C 4.3974 -5.4406 -0.0891
C 5.2901 -6.0054 -0.9898
C 6.0901 -5.1898 -1.7789
C 5.9933 -3.8094 -1.6716
C 5.0944 -3.2449 -0.7768
H 3.6018 -3.6197 0.7144
H 3.7783 -6.0774 0.5304
H 5.3633 -7.0825 -1.0767
H 6.7899 -5.6307 -2.4783
H 6.6188 -3.1737 -2.2858
H 5.0161 -2.1665 -0.6957
C 4.1889 -8.8577 -4.9846
C 4.5189 -10.1255 -5.4434
C 5.6471 -10.7697 -4.9543
C 6.4407 -10.1497 -3.9993
C 6.1090 -8.8831 -3.5379
C 4.9850 -8.2348 -4.0334
H 3.3107 -8.3537 -5.3690
H 3.8965 -10.6124 -6.1842
H 5.9076 -11.7559 -5.3170
H 7.3182 -10.6540 -3.6147
H 6.7286 -8.4004 -2.7912
H 4.7289 -7.2441 -3.6775
C 5.2035 -6.7860 -8.0426
C 4.1269 -7.5071 -8.5411
C 3.3812 -7.0018 -9.5973
C 3.7174 -5.7789 -10.1617
C 4.7956 -5.0594 -9.6659
C 5.5362 -5.5608 -8.6041
H 5.7830 -7.1794 -7.2161
H 3.8688 -8.4643 -8.1049
H 2.5380 -7.5619 -9.9819
H 3.1387 -5.3870 -10.9887
H 5.0591 -4.1063 -10.1075
H 6.3746 -4.9969 -8.2145

Results
Highest occupied orbital energy   -10.32 eV
F_max   4.31 eV/Å
LUMO   -3.02 eV
Molar mass   898.86 g/mol
HOMO-LUMO gap   7.301 eV
Net charge   +1



(2)
Entry from the Open Molecules 2025 dataset: a molecular structure, C22H33N12O4S2Sr at a distorted geometry (ωB97M-V with the def2-TZVPD basis set).

Atoms and positions in Å:
Sr 0.5241 0.0341 -0.1845
O -2.5633 1.4235 -1.7076
C -3.4658 0.3644 -1.3861
C -3.5413 -0.6666 -2.4969
C -2.2068 -1.3872 -2.7322
C -1.9874 -2.5261 -1.7765
C -2.5140 -3.7827 -2.0753
C -2.3261 -4.8294 -1.1949
C -1.6075 -4.5975 -0.0309
C -1.1137 -3.3273 0.1857
N -1.2982 -2.3026 -0.6529
H -2.7885 1.7618 -2.5814
H -4.4604 0.7633 -1.1627
H -3.0695 -0.0808 -0.4703
H -3.8554 -0.1652 -3.4179
H -4.3275 -1.3886 -2.2601
H -1.3864 -0.6720 -2.6501
H -2.1804 -1.7766 -3.7509
H -3.0553 -3.9274 -3.0009
H -2.7228 -5.8118 -1.4147
H -1.4218 -5.3832 0.6872
H -0.5379 -3.1122 1.0785
N -1.3336 2.4156 0.6245
N -0.5758 3.2516 1.4476
C 0.7606 3.0958 1.4763
N 1.4928 3.8824 2.2593
N 1.2038 2.1566 0.6452
N 2.4991 1.7824 0.6417
O 3.3222 2.1679 1.4483
O 2.7510 0.9731 -0.2514
H -1.6208 2.8707 -0.2326
H -2.1226 2.0402 1.1340
H -0.9937 4.0578 1.8884
H 1.0635 4.5650 2.8589
H 2.4761 3.6691 2.3438
O 1.2948 -0.4077 1.8608
N 1.7545 -1.5647 2.3206
C 1.8004 -1.7216 3.6618
C 2.2356 -2.8810 4.2357
C 2.6516 -3.9186 3.3949
C 2.6186 -3.7371 2.0381
C 2.1690 -2.5349 1.4515
S 2.1190 -2.3097 -0.2437
H 1.4703 -0.8546 4.2116
H 2.2587 -2.9680 5.3112
H 3.0042 -4.8525 3.8100
H 2.9425 -4.5114 1.3583
S -2.5335 -2.0732 3.8034
C -1.6226 -0.7910 4.4727
C -1.3808 0.1431 3.5203
N -1.8942 -0.1301 2.2771
C -2.5207 -1.2691 2.2953
H -1.3242 -0.7889 5.5069
H -0.8136 1.0492 3.6705
H -3.0047 -1.7011 1.4331
C 3.2650 3.0793 -5.8065
C 4.1241 1.9218 -5.3106
C 3.7615 0.6139 -6.0056
C 4.0755 1.7934 -3.7882
N 2.7451 1.4624 -3.2813
C 2.1535 0.2794 -3.1282
N 0.9580 0.4750 -2.6208
N 0.8422 1.8140 -2.4563
N 1.9038 2.4062 -2.8499
H 3.3157 3.1505 -6.8924
H 3.5956 4.0306 -5.3887
H 2.2172 2.9404 -5.5331
H 5.1727 2.1466 -5.5294
H 2.7065 0.3676 -5.8628
H 4.3643 -0.2203 -5.6416
H 3.9262 0.6985 -7.0789
H 4.3506 2.7299 -3.3061
H 4.7496 1.0127 -3.4356
H 2.6003 -0.6717 -3.3604

Results
Highest occupied orbital energy   -9.59 eV
F_max   3.48 eV/Å
LUMO   -2.34 eV
Molar mass   681.34 g/mol
HOMO-LUMO gap   7.249 eV
Net charge   +1



(3)
Entry from the Open Molecules 2025 dataset: a molecular structure, C32H31FI2N4OSV at a distorted geometry (ωB97M-V with the def2-TZVPD basis set).

Atoms and positions in Å:
V -0.0815 -0.9707 -0.7558
C -0.2307 3.3349 -1.2396
C -1.4779 2.5085 -0.9149
C -2.6753 3.0096 -1.7106
C -1.7777 2.4931 0.5763
C -1.9738 3.8181 1.2094
C -1.8054 4.0128 2.5148
C -1.4058 2.9272 3.3922
C -1.1140 1.7038 2.9353
C -0.7327 0.5722 3.8695
C -1.6728 -0.6308 3.6772
C -0.7150 0.9780 5.3404
C -1.2086 1.3864 1.4606
N -0.2503 0.4261 0.9661
C 1.0269 0.7246 1.4588
C 1.4827 2.0113 1.8207
C 2.7976 2.2568 2.2151
C 3.7269 1.2307 2.2850
C 3.2943 -0.0680 2.0160
C 1.9889 -0.2897 1.6626
F 1.5988 -1.5607 1.5175
H -0.0097 3.2733 -2.3082
H 0.6428 2.9770 -0.6992
H -0.3789 4.3895 -0.9770
H -1.3085 1.4844 -1.2194
H -2.8586 4.0807 -1.5438
H -3.5755 2.4503 -1.4391
H -2.4964 2.8623 -2.7786
H -2.2522 4.6473 0.5658
H -1.9789 4.9965 2.9406
H -1.3561 3.1305 4.4549
H 0.2768 0.2557 3.6149
H -2.7142 -0.3273 3.8423
H -1.4216 -1.4174 4.3960
H -1.5918 -1.0417 2.6726
H -1.7144 1.2760 5.6795
H -0.0221 1.8015 5.5336
H -0.3953 0.1242 5.9441
H 0.7782 2.8367 1.7825
H 3.0954 3.2729 2.4568
H 4.7565 1.4231 2.5592
H 3.9658 -0.9179 2.0876
I -5.0932 -0.4114 -2.5553
C -3.5682 -1.7803 -2.9958
C -3.8395 -2.8287 -3.9117
C -2.8475 -3.7464 -4.1618
I -3.3189 -5.3378 -5.4759
C -1.5610 -3.6686 -3.5871
C -0.4888 -4.6824 -3.5767
C 0.7005 -4.4306 -3.0180
C 1.0410 -3.0400 -2.5594
N -0.1574 -2.3250 -2.1418
C -1.3335 -2.5780 -2.7494
C -2.3486 -1.6342 -2.3616
O -1.9769 -0.7470 -1.4678
H -4.8046 -2.9005 -4.3894
H -0.7102 -5.6702 -3.9721
H 1.4627 -5.2063 -2.9542
H 1.5211 -2.5055 -3.3929
N 2.6700 0.8129 -1.2461
C 2.9054 -0.5667 -1.3256
C 4.1782 -0.9942 -1.6807
C 4.4022 -2.4078 -1.7670
C 3.4057 -3.2985 -1.6015
C 1.9915 -2.8356 -1.3622
N 1.8543 -1.3693 -1.0530
H 3.3979 1.2973 -0.7414
H 1.7649 1.0185 -0.8569
H 4.9737 -0.2745 -1.8345
H 5.4089 -2.7647 -1.9768
H 3.5829 -4.3689 -1.6524
H 1.5511 -3.3961 -0.5350
S -3.0000 1.1886 1.0425

Results
Multiplicity   2
Highest occupied orbital energy (alpha / beta)   -0.61 / -0.13 eV
F_max   1.86 eV/Å
LUMO (alpha / beta)   3.77 / 3.77 eV
Molar mass   843.44 g/mol
HOMO-LUMO gap (alpha / beta)   4.377 / 3.900 eV
Expectation value of S²   0.79
Net charge   -2



(4)
Entry from the Open Molecules 2025 dataset: a molecular structure, C13H14F3IN2Pd at a distorted geometry (ωB97M-V with the def2-TZVPD basis set).

Atoms and positions in Å:
C -1.2163 -2.5544 -1.8691
C -1.2277 -2.6598 1.1151
H -2.2102 -2.2058 -1.4626
H -1.0637 -3.6260 -1.6793
H -0.7068 -2.0748 -2.7313
H -1.0099 -1.8381 1.8084
H -2.1701 -2.7354 0.5373
H -0.7743 -3.6415 1.1946
C 1.4935 0.2326 -2.3093
C 2.0670 1.3544 -2.8834
C 1.8205 2.5950 -2.3171
C 0.9940 2.6111 -1.1885
H 1.7016 -0.7385 -2.7781
H 2.6877 1.2379 -3.7822
H 2.2470 3.5056 -2.7409
H 0.7438 3.5620 -0.7246
N 0.7439 0.2333 -1.2150
C 0.4398 1.4242 -0.6545
C -0.4771 1.4764 0.5270
N -1.0701 0.3373 0.9064
C -1.7655 0.2889 2.0393
C -1.4536 2.6083 2.4412
C -1.9989 1.4122 2.8483
H -2.1203 -0.6744 2.3923
H -2.5745 1.2435 3.7643
C -0.6847 2.6646 1.2887
H -0.1877 3.5828 0.9651
H -1.6132 3.5079 3.0707
Pd -0.0569 -2.0573 -0.3406
I 2.0723 -3.1714 -1.6339
F 1.0895 -0.8384 2.1356
C 1.5763 -1.5594 1.0879
F 2.5948 -0.8112 0.5772
F 2.1098 -2.6918 1.6110

Results
Highest occupied orbital energy   1.33 eV
F_max   4.56 eV/Å
LUMO   4.82 eV
Molar mass   488.59 g/mol
HOMO-LUMO gap   3.489 eV
Net charge   -2



(5)
Entry from the Open Molecules 2025 dataset: a molecular structure, C16H32CdN9O4 at a distorted geometry (ωB97M-V with the def2-TZVPD basis set).

Atoms and positions in Å:
Cd -0.5148 2.9371 -2.9251
C 0.4673 0.5187 -0.9324
O -0.2538 1.6873 -1.2981
H -0.2117 -0.1247 -0.3713
H 0.9028 0.0057 -1.7888
H 1.3034 0.7955 -0.2811
C -3.4005 3.5552 -1.8353
O -2.3600 3.4879 -2.5507
N -4.4787 2.7967 -2.0728
N -3.4677 4.4079 -0.8023
H -4.3346 2.0615 -2.7462
H -5.3215 2.8586 -1.5336
H -4.2048 4.3245 -0.1260
H -2.6450 4.9563 -0.6420
C -1.3987 2.7423 2.3430
O -1.6800 3.3920 3.3442
N -1.4571 1.3590 2.3684
N -1.0454 3.2049 1.1156
H -1.8178 1.0297 3.2507
H -1.3224 0.8244 1.5381
H -1.0193 4.1896 0.9310
H -0.8745 2.5594 0.3580
C 3.5779 -1.2252 -3.6535
O 2.9783 -2.1277 -3.0735
N 4.4048 -1.4135 -4.7238
N 3.2953 0.0838 -3.3948
H 4.5611 -2.3661 -5.0073
H 5.0143 -0.6976 -5.0649
H 2.5711 0.2310 -2.7140
H 3.4559 0.8283 -4.0432
C 0.6677 -4.2289 1.8338
C 0.0016 -2.9304 1.3783
C -1.0681 -2.3528 2.3335
C -2.0780 -3.2485 2.8268
N -2.8881 -3.9605 3.2231
H 1.2326 -4.2092 2.7600
H 1.1223 -4.6693 0.9431
H -0.0841 -5.0195 1.9643
H -0.4104 -3.0943 0.3863
H 0.7225 -2.1105 1.3248
H -1.5227 -1.4908 1.8404
H -0.4752 -1.9829 3.1754
N 1.3321 1.9610 4.2072
C 1.8077 2.4833 5.4016
C 3.0860 2.0567 5.5289
C 3.4890 1.4852 4.3087
C 2.4027 1.4664 3.4939
H 0.4196 2.0669 3.8033
H 1.1166 2.9374 6.0909
H 3.7131 2.1949 6.3969
H 4.4328 1.0314 4.0488
H 2.3169 1.1091 2.4805
N 0.1199 -2.5219 -3.2057
C -0.5209 -2.8846 -4.3537
C -1.8789 -2.9477 -4.0986
C -2.0650 -2.6313 -2.7425
C -0.8107 -2.3322 -2.2287
H 1.1176 -2.3478 -3.1538
H 0.0517 -2.9267 -5.2668
H -2.5677 -3.1367 -4.9060
H -2.9995 -2.6584 -2.2071
H -0.5070 -1.9899 -1.2561

Results
Highest occupied orbital energy   -9.78 eV
Relative energy (zero: lowest compared OMol25 entry of this formula, charge and spin)   69.0 kJ/mol
F_max   2.44 eV/Å
LUMO   -6.59 eV
Molar mass   526.90 g/mol
HOMO-LUMO gap   3.190 eV
Net charge   +1



(6)
Entry from the Open Molecules 2025 dataset: a single C3H6ClN3S molecule at a distorted geometry (ωB97M-V with the def2-TZVPD basis set).

Atoms and positions in Å:
C 0.0277 0.8601 -0.1565
C -0.1497 -0.3145 -0.8301
C 0.1612 -1.6257 -0.2939
H -0.6249 1.9685 -1.7571
H 0.1792 2.7975 -0.5194
H 0.1284 1.6875 1.6922
H 0.9276 0.2197 1.5280
H -0.1532 -2.6745 1.4175
H -0.7921 -1.1642 1.3224
N -0.4515 2.0252 -0.7262
N 0.6640 1.1089 1.0207
N 0.0076 -1.7101 1.0512
S 0.5730 -2.9083 -1.1893
Cl -0.4972 -0.2702 -2.5594

Results
Highest occupied orbital energy   -8.18 eV
Relative energy (zero: lowest compared OMol25 entry of this formula, charge and spin)   32.8 kJ/mol
F_max   3.24 eV/Å
Structure (SMILES)   NC(=S)C(Cl)=C(N)N
LUMO   0.28 eV
Molar mass   151.62 g/mol
HOMO-LUMO gap   8.455 eV



(7)
Entry from the Open Molecules 2025 dataset: 2 unconnected molecules or ions with the total composition C8H8 at a distorted geometry (ωB97M-V with the def2-TZVPD basis set).

Atoms and positions in Å:
C -2.4852 0.0918 0.1958
C -2.9684 -0.3793 -0.7908
C 1.5902 -0.2246 -1.0913
C 0.9674 1.0592 -0.8850
C 0.4473 1.4732 0.3483
C 0.3503 0.4338 1.3039
C 0.7168 -0.8930 1.0435
C 1.4629 -1.1814 -0.1508
H -2.0885 0.4711 1.0173
H -3.5625 -1.1680 -1.3204
H 1.8423 -0.6315 -2.1003
H 1.2389 1.8140 -1.8032
H 0.0713 2.5386 0.3754
H 0.2538 0.6231 2.4778
H 0.5316 -1.7605 1.6716
H 1.6317 -2.2666 -0.2917

Results
Highest occupied orbital energy   -9.09 eV
Relative energy (zero: lowest compared OMol25 entry of this formula, charge and spin)   346.3 kJ/mol
F_max   3.83 eV/Å
Structure (SMILES)   c1ccccc1.C#C
LUMO   0.98 eV
Molar mass   104.15 g/mol
HOMO-LUMO gap   10.065 eV



(8)
Entry from the Open Molecules 2025 dataset: a single C22H25N3O3S molecule at a distorted geometry (ωB97M-V with the def2-TZVPD basis set).

Atoms and positions in Å:
C -7.1322 1.2535 1.8445
H -7.7565 1.9940 2.3370
H -7.6776 0.3143 1.7938
H -6.2378 1.0969 2.4414
C -6.7596 1.7314 0.4417
N -5.9372 0.7668 -0.2412
C -4.5969 0.6107 -0.0708
C -4.1901 -0.4729 -0.8456
C -2.9015 -1.0582 -1.0077
C -1.8888 -1.1803 -0.1212
C -0.6249 -1.8062 -0.4929
O -0.3205 -2.2374 -1.5829
N 0.2153 -1.8847 0.6092
C -0.2233 -1.3717 1.7990
O 0.3810 -1.3711 2.8341
S -1.8753 -0.7533 1.5875
C 1.5966 -2.2635 0.4568
H 1.6645 -2.8962 -0.4333
H 1.9214 -2.8050 1.3490
C 2.4429 -0.9902 0.2625
O 1.9320 0.1007 0.1791
N 3.7672 -1.2663 0.1955
C 4.8417 -0.3794 0.0222
C 4.6787 0.9930 -0.1061
C 5.7946 1.7922 -0.2724
C 7.0767 1.2643 -0.3153
C 7.2406 -0.1187 -0.1862
C 6.1235 -0.9198 -0.0197
H 6.2500 -1.9901 0.0807
C 8.6065 -0.7326 -0.2268
H 9.0980 -0.5100 -1.1732
H 9.2300 -0.3312 0.5714
H 8.5503 -1.8120 -0.1118
C 8.2630 2.1607 -0.4964
H 8.8135 1.8933 -1.3981
H 7.9507 3.1985 -0.5774
H 8.9466 2.0696 0.3473
H 5.6603 2.8597 -0.3708
H 3.6936 1.4250 -0.0746
H 4.0397 -2.2361 0.2818
H -2.7131 -1.5273 -1.9684
C -5.3554 -0.9534 -1.5104
C -6.4119 -0.1988 -1.0989
C -7.8477 -0.3114 -1.4731
H -8.1890 0.5763 -2.0077
H -7.9766 -1.1704 -2.1253
H -8.4794 -0.4469 -0.5955
H -5.3900 -1.7907 -2.1783
C -3.7677 1.5877 0.6793
H -2.7400 1.5325 0.3337
H -3.7743 1.3829 1.7499
H -4.1260 2.6044 0.5233
H -6.2221 2.6809 0.5089
H -7.6637 1.8961 -0.1477

Results
Highest occupied orbital energy   -7.76 eV
Relative energy (zero: lowest compared OMol25 entry of this formula, charge and spin)   17.3 kJ/mol
F_max   1.07 eV/Å
Structure (SMILES)   CCn1c(C)cc(/C=C2\SC(=O)N(CC(=O)Nc3ccc(C)c(C)c3)C2=O)c1C
LUMO   0.26 eV
Molar mass   411.53 g/mol
HOMO-LUMO gap   8.012 eV